Entry 1:
DFT (the ωB97M-V functional and the def2-TZVPD basis) results for a molecular structure, C48H65As2BI2N7S2Ti.

The LUMO energy is -8.303 eV. Its charge is +3. The value obtained for the orbital gap is 6.3 eV. The max |F| is 1.56 eV/Å.

Geometry (Å):
As (0.9717, 2.1579, 0.6516)
H (2.8445, -2.1746, 3.0319)
C (3.1544, -1.6047, -0.2157)
H (5.5439, 3.8943, 0.8114)
H (-0.3549, 4.5493, -0.9905)
C (-1.3925, 2.7094, 2.1833)
H (-3.2503, -1.5874, -1.3775)
H (2.5684, 3.3100, -4.5315)
C (4.2331, -0.3275, -4.6481)
H (-2.0455, 4.3858, 5.0534)
H (-4.3557, -1.2793, -3.7873)
H (4.4753, 5.4170, -0.4033)
H (-3.0283, -2.6774, -3.3478)
C (-3.2586, 0.5106, -0.9188)
B (4.6321, -1.1851, -2.3573)
H (5.0308, -0.9959, -4.9349)
H (0.4052, -6.7221, 0.0193)
C (-2.8860, -3.7319, -3.5724)
H (-0.8834, -6.5318, -1.1559)
H (-2.3911, 0.2672, 5.0937)
C (-0.0036, 2.8286, 2.1753)
H (5.0297, 0.4004, 3.2321)
H (0.6679, 6.5562, -2.0005)
H (-2.5214, -2.0348, 4.6512)
S (1.6243, -1.8875, -0.9897)
N (4.2642, -1.2132, -0.8225)
C (2.6408, 6.0836, -1.2919)
C (3.4240, 5.1978, -0.5618)
C (-0.3751, -1.9431, 4.4403)
H (-5.7111, -0.0292, -1.5292)
C (-0.2217, -0.5480, 2.4289)
H (-1.1776, -6.1952, 0.5529)
H (-6.3159, -2.1738, -0.7877)
C (5.4273, 2.1399, 2.0393)
H (1.3363, 0.5563, 4.6716)
H (0.4200, 4.5817, 5.0374)
H (0.4883, -4.2792, 0.4511)
I (-0.2947, -1.1737, -3.7489)
C (0.7057, 4.7066, -0.9085)
H (6.3215, -1.0552, -0.2016)
C (5.3102, -1.3103, 0.0769)
N (-0.0997, -0.6755, 3.7060)
C (4.9055, 3.0967, 1.1762)
C (-0.4506, -6.1016, -0.2533)
H (-0.1001, 1.3994, 4.0871)
C (2.7762, 2.0081, 1.2957)
C (3.5660, 3.0464, 0.8108)
H (-3.2095, 3.1869, 3.2320)
C (-1.6523, -1.7752, 5.2599)
As (-1.3312, -3.3584, -1.0137)
N (3.4622, -1.9569, 1.0509)
H (-2.4061, -3.7753, -4.5491)
N (-5.1386, -0.7879, -1.8839)
H (-1.1675, -4.9097, -2.9469)
H (5.3074, -2.0172, 2.1747)
H (1.5461, -2.2411, 1.8141)
I (-1.8921, 1.6426, -5.2959)
H (-0.5187, 1.3221, 6.3890)
C (4.6201, 1.1232, 2.5367)
C (3.2898, 1.0444, 2.1448)
C (2.5618, -2.5334, 2.0442)
N (-0.3362, -0.4339, 1.2714)
C (2.7760, 0.6058, -3.2890)
H (-4.1466, 0.4259, -3.3191)
H (-1.6879, -3.3285, 2.0648)
C (1.4989, 3.8094, -0.2189)
H (3.0906, 6.9736, -1.7165)
C (-1.7920, -0.3298, 5.7880)
H (-4.3569, 3.7357, -0.7298)
H (-5.2945, -2.8837, -2.0669)
H (1.7348, 3.5898, 3.1968)
C (2.8576, 4.0473, -0.0262)
C (-1.5407, 2.0437, -1.5462)
H (-0.6918, -0.5252, -6.2599)
H (-1.8977, 2.1807, 1.3835)
H (6.4691, 2.1953, 2.3353)
H (5.7336, -0.6959, -2.4082)
H (0.2067, -0.2587, 6.6162)
C (1.2803, 5.8474, -1.4560)
N (3.7382, -0.3138, -3.3510)
C (-4.8170, -0.4275, -3.3052)
C (-1.4744, 3.9396, 4.2482)
C (0.2524, 0.5026, 4.5806)
C (-2.0421, -4.4382, -2.4993)
H (0.4876, -2.1141, 5.0821)
C (0.6552, 3.4988, 3.2017)
H (-5.0998, 1.4300, -0.2797)
H (-4.2917, -1.1731, -0.0082)
C (0.0284, -4.6653, -0.4577)
Ti (-0.0150, -0.1122, -0.7544)
C (-1.9069, 0.7193, -1.2338)
C (-0.4359, 0.1223, -5.4318)
C (-0.0862, 4.0541, 4.2376)
H (3.7182, 0.9376, -6.3837)
H (-3.7065, -3.5855, -0.2207)
C (4.8172, -1.7779, 1.2430)
C (-4.0931, 1.5950, -0.6662)
H (-0.4355, -2.7664, 3.7431)
H (-0.5500, 2.2543, -1.9291)
C (-2.1284, 3.2679, 3.2231)
C (-2.4277, 3.1105, -1.4527)
H (4.5889, -2.3283, -2.7568)
C (3.5964, 0.6185, -5.3597)
C (-0.4222, 0.3317, 5.9461)
N (2.6791, 1.2006, -4.5091)
H (-3.8659, -4.2031, -3.6768)
H (-5.7468, -0.1826, -3.8120)
H (1.7613, 2.4904, -5.8790)
H (-2.7045, -4.8706, 0.4019)
H (2.6579, 0.2479, 2.5233)
C (-2.6367, -3.0735, 1.5930)
H (0.5348, 0.5757, -5.5645)
H (-6.7708, -1.9929, -2.4977)
H (1.0331, 2.4912, -4.2554)
C (1.9620, 2.4502, -4.8104)
C (-2.7511, -3.7953, 0.2604)
C (-5.9410, -2.0518, -1.7996)
H (-2.3203, -0.3349, 6.7396)
H (-1.6124, -2.4878, 6.0852)
C (-3.9177, -0.8419, -0.9757)
H (-2.6115, -5.2271, -2.0187)
H (2.6287, -3.6198, 2.0309)
C (-3.6874, 2.9021, -0.9197)
H (-2.6696, -1.9894, 1.4762)
H (-2.1411, 4.1005, -1.7883)
H (0.7931, -4.6212, -1.2292)
S (1.7893, 1.1950, -1.9807)
H (-3.4369, -3.3699, 2.2742)


Entry 2:
DFT (the ωB97M-V functional and the def2-TZVPD basis) results for a single C6H10 molecule.

The LUMO energy is 0.771 eV. The value obtained for the orbital gap is 9.9 eV. The max |F| is 2.06 eV/Å.

Geometry (Å):
H (1.3272, -1.1139, -1.0633)
H (2.1141, -1.8967, 0.2298)
H (3.3454, 0.1563, -0.5478)
C (1.6892, -0.9283, -0.0087)
C (2.5116, 0.3035, 0.1184)
C (-2.2119, 0.9520, -0.4948)
H (-3.2738, 1.1955, -0.4998)
H (-1.8833, 0.7695, -1.5200)
H (-2.5309, -1.1442, -0.0410)
C (0.5085, -0.7351, 0.7562)
C (-1.9857, -0.2847, 0.3389)
C (-0.6322, -0.6572, 0.4026)
H (2.0763, 1.2928, -0.0720)
H (-1.6760, 1.8202, -0.1003)
H (-2.2812, -0.0967, 1.3710)
H (2.9025, 0.3671, 1.1309)


Entry 3:
DFT (the ωB97M-V functional and the def2-TZVPD basis) results for a molecular structure, C17H25F3N5O3PSZr.

The LUMO energy is -7.485 eV. Its charge is +2. The value obtained for the orbital gap is 6.7 eV. The max |F| is 4.59 eV/Å.

Geometry (Å):
Zr (0.9460, -0.1617, 0.9796)
H (4.8898, -3.3454, 0.7065)
H (-1.9120, 1.1920, -0.8671)
N (-3.4355, -2.6171, -0.7342)
H (-2.8046, -2.3278, 1.2543)
H (3.8981, 0.1625, 0.4593)
H (-2.2730, -3.8224, -2.0218)
P (-1.1999, -1.1109, -0.1882)
H (-4.5329, -1.0809, 0.2303)
C (-2.8923, -0.5596, -2.6618)
H (0.9510, 5.3875, 1.5936)
O (0.6940, -1.3823, 2.8360)
C (-0.0426, 0.4705, 4.0248)
H (-0.3983, -0.2479, 4.7727)
C (1.3888, 3.4934, -1.2724)
H (5.2894, -1.0405, 0.4507)
C (-2.8821, -2.9084, -2.0755)
C (-2.3784, -2.5230, 0.2579)
H (1.4217, 5.6152, -0.8428)
C (4.2718, -0.8116, 0.8178)
F (2.7520, 3.0133, -3.1462)
C (-0.8512, -1.6144, -1.9667)
N (-1.1149, 0.8777, 3.0696)
H (0.6834, 3.0684, 2.5359)
H (-1.7934, -3.4606, 0.3346)
H (-2.3011, 0.2654, -3.0694)
H (-2.8592, 0.6422, 0.5070)
H (-0.2325, -2.5245, -1.9768)
N (-2.0921, -1.8025, -2.6541)
S (1.5950, 0.6975, -1.4965)
H (-1.6465, 1.6521, 3.4515)
H (-1.8201, 0.1311, 3.0510)
C (3.9192, -3.2686, 0.2164)
C (1.2960, 4.6067, -0.4302)
F (0.5786, 2.8051, -3.4012)
C (1.0257, 4.4921, 0.9523)
H (3.2028, -4.0346, 0.5407)
C (3.4048, -1.9351, 0.4480)
H (4.1001, -3.3779, -0.8690)
N (-3.4434, -0.1978, -1.3377)
H (0.3507, 1.3621, 4.5035)
H (-5.0921, -1.4960, -1.3974)
C (0.8674, 3.2302, 1.4753)
C (1.5570, 3.5333, -2.7569)
H (-3.7181, -3.1102, -2.7560)
C (1.2507, 2.1998, -0.6349)
C (-2.4192, 0.3104, -0.4560)
F (1.4938, 4.8107, -3.1745)
O (2.1475, 0.2789, 3.0020)
H (4.3010, -0.7564, 1.9197)
O (2.0732, -1.7436, 0.3655)
C (-4.1963, -1.3449, -0.7745)
C (0.9953, -0.2203, 3.3085)
H (-0.2396, -0.8470, -2.4595)
N (0.9644, 2.0829, 0.7049)
H (-3.7379, -0.7071, -3.3487)


Entry 4:
DFT (the ωB97M-V functional and the def2-TZVPD basis) results for a single C5H8S molecule.

The LUMO energy is 1.016 eV. The value obtained for the orbital gap is 9.4 eV. The max |F| is 2.80 eV/Å.

Geometry (Å):
C (-1.3510, -0.9212, -0.0142)
C (2.6591, -0.2591, 0.9686)
H (3.4533, -0.4533, 0.2443)
H (-1.3019, 2.0097, -1.8215)
H (-1.3583, -0.6990, 1.0752)
H (2.9757, -0.5351, 1.9928)
H (-0.7195, -1.8425, -0.1236)
H (0.8217, 0.6527, 1.4864)
H (-2.3771, -1.1532, -0.2988)
C (-1.6607, 1.1567, -1.2879)
H (-2.7342, 1.0685, -1.1504)
C (-0.8406, 0.2569, -0.7868)
S (0.9275, 0.4419, -0.9898)
C (1.5058, 0.2771, 0.7059)


Which of these has the lowest orbital gap?
C48H65As2BI2N7S2Ti


Number 2 is which compound?
C6H10